Record 1
A cluster of 9 separate species, C27H48FN16O15PS in total, computed with ωB97M-V with the def2-TZVPD basis set.

Total energy = -3902.167532 hartree
LUMO = 0.03 eV
HOMO = -7.88 eV
HOMO-LUMO gap = 7.907 eV

The geometry in XYZ format:
```
109
C27H48FN16O15PS (ωB97M-V with the def2-TZVPD basis set)
S -0.08021 -0.98153 -2.84092
P -1.56226 -1.07146 -1.60316
F -1.47559 3.52550 2.24893
O 0.90064 -1.35663 -0.06342
O -8.84189 5.89834 -4.43350
O -2.91906 -1.14880 -2.48652
O -3.07416 -3.87878 3.33186
O -4.68238 1.83812 -3.24972
O 6.41116 -6.20925 -1.81116
O -5.03536 6.34516 -5.75577
O -3.72120 2.93209 1.00865
O -3.99598 -2.75595 1.62251
O 0.91450 2.70180 2.99331
O 2.88881 -4.02352 6.62198
O 6.10290 -1.63371 -0.59596
O 0.34039 -5.65977 2.38847
O -1.59271 -2.44329 -0.73856
O 7.38828 2.24360 -0.00594
N 5.09255 -7.15853 -0.22720
N -10.57344 5.33885 -3.07820
N 3.35462 -2.86492 8.51289
N 9.47024 2.99211 -0.49651
N -8.95011 3.78892 -3.60678
N 8.49387 3.49412 1.53256
N -3.49986 7.22745 -4.33751
N -4.66794 1.98258 -5.51896
N -0.23008 -4.23460 4.05924
N -5.50552 3.70004 -4.24708
N 5.05627 -3.69332 7.19969
N 6.59694 -8.43319 -1.41552
N 1.96039 -4.86476 3.76998
N 5.28766 -3.66945 -1.17028
N -5.72734 7.80382 -4.17170
N 7.07225 -2.77679 -2.30364
C -2.68557 1.09351 -0.12085
C -3.62850 -1.40460 1.98950
C 0.87885 -0.17526 0.21895
C 2.22107 1.60075 1.36676
C 4.58942 1.77225 1.11437
C -4.76995 7.07846 -4.81690
C -4.63976 -0.44270 -0.13256
C 0.66917 -4.96584 3.34290
C -2.62554 2.14997 0.76298
C 3.71227 -3.55813 7.39349
C 6.15038 -2.62846 -1.30830
C -4.93641 2.46796 -4.27420
C 2.18673 0.50843 0.51347
C -3.12700 -3.66528 2.13990
C 6.05582 -7.20144 -1.19112
C -1.46200 2.47450 1.43074
C -0.39924 0.62021 0.33852
C 3.40488 2.23787 1.65081
C -4.04523 0.85306 -0.76558
C -0.35438 1.68481 1.21951
C 4.56900 0.65666 0.28921
C 8.38111 2.86646 0.32087
C -4.64891 -0.40869 1.43255
C -1.55389 0.30333 -0.38274
C 0.91875 2.04818 1.96689
C -9.41638 5.06408 -3.75264
C 3.37124 0.05829 -0.01102
H 5.50148 0.24865 -0.13087
H -5.71400 4.08784 -3.34477
H -4.24675 1.07438 -5.57853
H 2.37346 -2.74749 8.68472
H -3.60995 -1.37030 3.08675
H 5.53518 2.24276 1.35005
H -5.63894 -0.77718 1.73698
H -8.10104 3.55634 -4.09136
H 7.72611 -2.02916 -2.43790
H -5.71934 4.24006 -5.07102
H 5.35330 -4.19752 6.38521
H 4.67312 -6.26786 -0.03488
H 0.02179 -3.66277 4.84308
H -10.94350 6.26689 -3.16347
H -1.19585 -4.28102 3.77171
H -2.44822 -4.24908 1.48946
H -2.95667 -0.33517 -3.01353
H 4.01239 -2.47443 9.15961
H 6.32252 -9.25986 -0.92060
H -3.98044 0.78629 -1.85768
H 4.59353 -3.59283 -0.44930
H -4.04142 -1.31671 -0.40824
H -4.48021 0.59692 1.82475
H -6.67389 7.70873 -4.50017
H -4.86684 2.48406 -6.36419
H 7.12436 -3.58676 -2.89289
H -2.36179 -2.94796 -1.05257
H -11.06100 4.67000 -2.51386
H -3.63002 3.34047 1.87778
H 5.74838 -3.31926 7.81978
H 5.31254 -4.49617 -1.74685
H 9.42236 2.54464 -1.39267
H 9.30284 4.01092 1.81848
H 7.71485 3.42384 2.15978
H 2.64990 -5.38858 3.26715
H 3.38337 -0.81637 -0.65954
H 3.40655 3.10913 2.30219
H 4.78730 -7.96020 0.29049
H 10.29753 3.49954 -0.24868
H -5.64644 -0.65308 -0.51294
H -5.53799 8.41180 -3.39840
H -4.74701 1.65814 -0.54047
H -9.40252 3.08851 -3.05126
H -2.77443 6.70427 -4.79165
H -2.63290 -1.18551 1.57779
H 2.24790 -4.30050 4.55196
H -3.26182 7.82280 -3.56779
H 7.30873 -8.49955 -2.11892
```

Record 2
A cluster of 7 separate species, C27H48N3O10PS3 in total, computed with ωB97M-V with the def2-TZVPD basis set.

Total energy = -3510.065379 hartree
LUMO = -0.06 eV
HOMO = -7.94 eV
HOMO-LUMO gap = 7.876 eV

The geometry in XYZ format:
```
92
C27H48N3O10PS3 (ωB97M-V with the def2-TZVPD basis set)
S -11.08589 0.86203 -16.86733
S -11.87723 -6.38099 -15.47690
S -6.90685 2.94015 -24.61853
P -13.04638 7.04502 -21.21798
O -14.07646 6.63579 -22.28770
O -13.53025 6.28298 -19.89140
O -6.90907 3.79342 -23.50800
O -12.80795 -5.25111 -15.29889
O -12.06391 -7.20754 -16.67715
O -12.85532 8.52096 -21.01398
O -11.73344 6.22685 -21.64292
O -10.38709 -0.05929 -15.95355
O -11.56354 2.11820 -16.37268
O -5.59124 2.80701 -25.39247
N -6.79266 3.87705 -14.34492
N -9.25275 1.33415 -10.40212
N -9.76068 -6.70086 -20.94715
C -12.50335 0.73327 -19.16056
C -8.94313 2.52443 -8.57131
C -9.84342 2.32341 -9.62818
C -7.99029 0.95718 -9.93446
C -9.69110 -5.36697 -21.11121
C -14.96363 6.20216 -19.68577
C -5.93001 4.87784 -16.27303
C -8.71655 0.90429 -24.92632
C -8.48643 -4.97262 -20.54286
C -9.50566 2.20337 -25.22591
C -7.36184 5.12843 -14.54888
C -7.51509 1.29193 -24.14563
C -12.45036 0.10880 -17.73991
C -12.11427 -7.52961 -14.03702
C -9.64042 -7.24479 -14.17240
C -11.01611 0.53432 -19.66019
C -10.83234 -7.40956 -13.21929
C -10.12280 1.01074 -18.40972
C -10.09647 -6.08046 -15.10549
C -10.60164 6.18280 -20.82706
C -6.94343 5.72681 -15.74372
C -5.92069 3.78013 -15.42745
C -7.78156 1.73649 -8.80636
C -8.46173 3.30418 -25.63282
C -13.76902 6.91080 -23.65187
C -8.63491 -7.17130 -20.36298
C -7.77159 -6.16859 -20.12655
H -7.22806 6.71582 -16.07121
H -8.66492 4.37477 -25.60735
H -6.82794 -6.19352 -19.60185
H -6.88626 3.11546 -13.68818
H -8.76336 -6.91287 -13.61678
H -8.06159 5.37228 -13.76321
H -15.40764 7.17292 -19.90618
H -12.26227 -0.96476 -17.75398
H -7.82786 1.38507 -23.10563
H -10.62626 -8.24601 -12.55145
H -10.49516 -7.30474 -21.28771
H -9.62888 -5.90140 -16.07367
H -12.94203 6.28175 -23.98126
H -12.62240 1.81458 -19.09210
H -10.98718 -6.55416 -12.56171
H -10.29318 1.93257 -25.92916
H -9.36120 1.77337 -18.24692
H -13.20885 0.21878 -19.81297
H -9.41944 0.18067 -18.34350
H -10.74917 0.97385 -20.62125
H -14.53584 6.56549 -24.34530
H -7.93271 -4.04586 -20.57360
H -8.17053 3.14471 -26.67103
H -9.98057 2.52925 -24.30051
H -9.21497 0.14430 -24.32461
H -10.77682 2.73502 -9.98281
H -10.45036 -4.73029 -21.54081
H -15.21655 6.05319 -18.63604
H -6.67179 0.61113 -24.02970
H -9.89478 6.96714 -21.09774
H -9.07354 3.22351 -7.75850
H -8.50882 0.41650 -25.87868
H -10.98683 -0.52463 -19.91684
H -8.52514 -8.21918 -20.12570
H -7.44482 0.17533 -10.44198
H -9.33933 -8.16468 -14.67365
H -13.28464 0.43974 -17.12141
H -5.32405 4.93598 -17.16513
H -13.44521 7.94530 -23.76611
H -13.03124 -7.43002 -13.45619
H -10.29003 5.13951 -20.87737
H -10.90758 6.43392 -19.81147
H -9.55464 1.03622 -11.31875
H -12.24322 -8.51113 -14.49318
H -15.42899 5.48125 -20.35796
H -5.41528 2.82746 -15.48561
H -6.89058 1.70822 -8.19664
H -10.18141 -5.18876 -14.48441
```